# 1
{"formula": "C39H47GeI2N4O3SiTa", "method": "ωB97M-V with the def2-TZVPD basis set", "symbols": ["Ta", "I", "C", "C", "C", "I", "C", "O", "C", "C", "N", "C", "C", "C", "C", "C", "C", "N", "C", "H", "H", "H", "H", "H", "H", "H", "H", "H", "H", "H", "N", "C", "O", "C", "C", "C", "C", "N", "C", "H", "H", "H", "H", "H", "H", "C", "C", "C", "C", "Si", "O", "C", "C", "C", "C", "C", "C", "C", "C", "C", "C", "C", "C", "H", "H", "H", "H", "H", "H", "H", "H", "H", "H", "H", "H", "H", "H", "H", "H", "H", "H", "H", "C", "Ge", "C", "C", "C", "H", "H", "H", "H", "H", "H", "H", "H", "H", "H", "H"], "xyz": [[-0.3504, 0.6970, 0.5648], [-1.0163, 0.3364, 8.3479], [-1.0197, 0.7096, 6.3048], [-1.0510, 2.0180, 5.8408], [-1.0437, 2.2711, 4.4739], [-1.3080, 4.2093, 3.7682], [-0.9799, 1.2118, 3.5830], [-0.9298, 1.3997, 2.2464], [-1.0139, -0.1020, 4.0440], [-1.1024, -1.1953, 3.0154], [-0.0186, -1.0667, 1.9671], [1.3235, -1.1419, 2.6122], [2.3292, -0.1536, 2.0952], [3.5931, -0.1299, 2.6640], [4.5776, 0.6556, 2.0943], [4.2810, 1.3754, 0.9453], [2.9964, 1.3261, 0.4551], [2.0151, 0.6081, 1.0312], [-1.0189, -0.3527, 5.4056], [-1.0944, 2.8417, 6.5397], [-2.0542, -1.1347, 2.4878], [-1.0346, -2.1801, 3.4795], [-0.0914, -1.8879, 1.3634], [1.7273, -2.1404, 2.4323], [1.2082, -1.0392, 3.6902], [3.8000, -0.7386, 3.5345], [5.5689, 0.6902, 2.5256], [5.0257, 1.9737, 0.4407], [2.7330, 1.8723, -0.4407], [-1.0449, -1.3719, 5.7697], [2.2018, 5.5760, 2.6048], [2.6263, 5.2990, 1.3570], [3.7454, 5.4994, 0.9386], [1.6438, 4.6187, 0.4358], [1.5426, 5.0259, -0.8912], [0.7878, 4.2698, -1.7733], [0.2160, 3.0942, -1.3260], [0.3427, 2.6835, -0.0533], [1.0098, 3.4596, 0.8200], [2.8387, 6.0451, 3.2300], [1.2382, 5.4762, 2.8777], [2.0668, 5.9134, -1.2215], [0.6644, 4.5639, -2.8054], [-0.3443, 2.4496, -1.9887], [1.0742, 3.1025, 1.8395], [1.8601, 0.5640, -3.5825], [1.8681, -0.9148, -3.1851], [3.1327, -1.1993, -2.3635], [1.8923, -1.7830, -4.4551], [0.3451, -1.4452, -2.2145], [0.0810, -0.3483, -0.9269], [-1.2527, -1.3184, -3.1768], [-1.6346, -0.0592, -3.6590], [-2.7937, 0.1191, -4.3983], [-3.6085, -0.9702, -4.6764], [-3.2633, -2.2242, -4.1964], [-2.1008, -2.3936, -3.4554], [0.6760, -3.0974, -1.4254], [1.3593, -3.1202, -0.2047], [1.7069, -4.3081, 0.4200], [1.3776, -5.5149, -0.1824], [0.7413, -5.5187, -1.4154], [0.3971, -4.3240, -2.0349], [2.7748, 0.8004, -4.1333], [1.8340, 1.2176, -2.7044], [1.0213, 0.8132, -4.2332], [4.0189, -0.9426, -2.9502], [3.2129, -2.2517, -2.0904], [3.1662, -0.6080, -1.4419], [2.7602, -1.5137, -5.0626], [1.0010, -1.6403, -5.0688], [1.9818, -2.8457, -4.2167], [-1.0123, 0.8073, -3.4610], [-3.0583, 1.1020, -4.7666], [-4.5079, -0.8405, -5.2635], [-3.8979, -3.0761, -4.4017], [-1.8741, -3.3821, -3.0794], [1.6931, -2.1721, 0.2117], [2.2569, -4.3042, 1.3536], [1.6418, -6.4492, 0.2940], [0.5197, -6.4584, -1.9032], [-0.0689, -4.3632, -3.0108], [-4.2508, 0.2941, 2.0917], [-3.6472, -0.1503, 0.2851], [-5.0283, 0.1207, -1.0498], [-3.0177, -2.0015, 0.1110], [-2.2044, 1.2098, -0.2153], [-5.1556, 0.8975, 2.0216], [-3.5072, 0.8704, 2.6424], [-4.4939, -0.6016, 2.6641], [-5.8631, -0.5459, -0.8294], [-4.6454, -0.1164, -2.0427], [-5.3932, 1.1468, -1.0389], [-3.8292, -2.6698, 0.4040], [-2.1490, -2.2810, 0.7094], [-2.7824, -2.1949, -0.9345], [-2.6268, 2.1207, 0.2202], [-2.3139, 1.2264, -1.3034]], "total_charge": 2, "homo_energy_ha": -0.485}

# 2
{"formula": "C3H7FO", "method": "ωB97M-V with the def2-TZVPD basis set", "symbols": ["C", "C", "C", "O", "F", "H", "H", "H", "H", "H", "H", "H"], "xyz": [[0.5425, 0.3955, -1.1620], [0.2255, -0.3699, 1.3179], [-0.0356, 0.5357, 0.1841], [-2.3401, -0.2884, -0.2169], [-0.4332, 1.7596, 0.5031], [-0.0166, 0.9833, -1.8851], [0.5554, -0.6476, -1.4601], [1.5728, 0.7728, -1.1458], [1.0740, -1.0165, 1.1088], [-0.6513, -0.9983, 1.4890], [0.4005, 0.2112, 2.2231], [-2.8273, 0.4684, -0.5396]], "homo_energy_ha": [-0.324, -0.302]}

# 3
{"formula": "C3H12N2O3", "method": "ωB97M-V with the def2-TZVPD basis set", "symbols": ["C", "N", "O", "O", "H", "H", "H", "H", "H", "C", "C", "N", "O", "H", "H", "H", "H", "H", "H", "H"], "xyz": [[0.4947, -1.7962, 1.6810], [1.1554, -1.2844, 0.4395], [2.1023, -0.2578, 0.8674], [-0.1262, -0.7482, 2.2858], [1.6655, 0.0345, 1.6937], [-0.2436, 0.1551, 0.5566], [1.7537, -1.9884, 0.0106], [1.2602, -2.2677, 2.3297], [-0.1743, -2.6017, 1.3149], [-1.2573, 0.6895, -1.6859], [0.1052, 1.2794, -2.0070], [-1.0330, 0.8470, 0.6726], [-1.8324, 1.1869, -0.4531], [-1.4168, 0.2672, 1.5736], [-0.5839, 1.6821, 1.0518], [-1.1870, -0.3993, -1.6044], [-2.0099, 0.9736, -2.4216], [0.8556, 0.9130, -1.3024], [0.0610, 2.3700, -2.0032], [0.4106, 0.9453, -2.9998]], "homo_energy_ha": -0.301}

# 4
{"formula": "C34H50As3ClN7O5S2Tl", "method": "ωB97M-V with the def2-TZVPD basis set", "symbols": ["Tl", "C", "As", "C", "C", "C", "C", "C", "As", "C", "C", "C", "As", "C", "C", "H", "H", "H", "H", "H", "H", "H", "H", "H", "H", "H", "H", "H", "H", "H", "H", "H", "H", "H", "H", "H", "H", "H", "H", "H", "H", "H", "O", "C", "O", "C", "C", "Cl", "N", "N", "C", "C", "O", "O", "C", "C", "C", "C", "C", "C", "H", "H", "H", "H", "H", "H", "C", "C", "C", "N", "C", "C", "H", "H", "H", "H", "H", "C", "N", "C", "C", "O", "N", "C", "N", "H", "H", "H", "H", "H", "H", "H", "S", "C", "N", "C", "C", "S", "H", "H", "H", "H", "H"], "xyz": [[0.4498, 0.0355, -0.5649], [-0.6230, 1.9725, -3.9719], [-1.1196, 1.7254, -2.1163], [-1.1456, 3.5765, -1.5477], [-3.0367, 1.3657, -1.9303], [-3.7285, 0.1878, -2.6235], [-3.3626, 0.1363, -4.1166], [-3.4229, -1.1596, -1.9664], [-1.5789, -1.8286, -1.9336], [-1.9887, -3.5146, -1.0532], [-1.2747, -2.5234, -3.7299], [-5.2527, 0.4251, -2.5279], [-6.2708, 0.8145, -0.8619], [-5.2314, -0.0162, 0.5896], [-5.6849, 2.6599, -0.5230], [-1.4800, 2.3505, -4.5243], [-0.2587, 1.0512, -4.4209], [0.1838, 2.7016, -3.9728], [-1.7195, 4.1366, -2.2824], [-0.1278, 3.9620, -1.5200], [-1.6133, 3.6691, -0.5712], [-3.4913, 2.2986, -2.2634], [-3.1509, 1.3105, -0.8465], [-2.2984, -0.0590, -4.2634], [-3.6059, 1.0797, -4.6106], [-3.9225, -0.6545, -4.6216], [-4.0028, -1.9409, -2.4614], [-3.7120, -1.1492, -0.9159], [-2.7413, -4.0459, -1.6343], [-2.3689, -3.3259, -0.0505], [-1.0914, -4.1273, -0.9903], [-2.2272, -2.8309, -4.1569], [-0.6179, -3.3880, -3.6528], [-0.8090, -1.7841, -4.3771], [-5.7577, -0.4381, -2.9661], [-5.5143, 1.2741, -3.1667], [-5.2874, -1.1040, 0.5276], [-5.7256, 0.2885, 1.5131], [-4.1882, 0.3061, 0.6370], [-5.7951, 3.2551, -1.4310], [-4.6574, 2.7223, -0.1629], [-6.3439, 3.0842, 0.2335], [5.9796, -0.6514, -2.9052], [6.1674, -0.7666, -1.6039], [7.2045, -1.1437, -1.1342], [4.9993, -0.4278, -0.7008], [5.0235, -0.5619, 0.6772], [6.2532, -1.2237, 1.6253], [3.8220, -0.1518, 1.1804], [2.9919, 0.1796, 0.1575], [3.6995, 0.0544, -0.9566], [3.0401, 0.4918, -2.2485], [3.6721, 0.4569, -3.2951], [1.8274, 0.9160, -2.1388], [3.4572, 0.2025, 2.5466], [4.4202, 0.5048, 3.5069], [4.0290, 0.9162, 4.7745], [2.6887, 1.0507, 5.1025], [1.7324, 0.7592, 4.1418], [2.1159, 0.3379, 2.8785], [5.1220, -0.2160, -3.1208], [5.4701, 0.4508, 3.2833], [4.7920, 1.1449, 5.5092], [2.3959, 1.3773, 6.0944], [0.6741, 0.8397, 4.3741], [1.3609, 0.0974, 2.1590], [2.7309, -4.6175, -1.4272], [2.9461, -3.5978, -2.3415], [2.3181, -2.3816, -2.1433], [1.4977, -2.1576, -1.1035], [1.2631, -3.1554, -0.2485], [1.8671, -4.3944, -0.3648], [3.2229, -5.5765, -1.5460], [3.5891, -3.7344, -3.2005], [2.4693, -1.5687, -2.8439], [0.5492, -2.9516, 0.5351], [1.6618, -5.1668, 0.3670], [1.9877, 4.9931, 2.5549], [1.1945, 3.9503, 1.9163], [-0.1543, 3.5821, 2.3168], [-0.4518, 2.4442, 1.3516], [-1.5032, 1.8406, 1.2417], [0.6622, 2.2190, 0.5789], [1.5902, 3.1343, 0.9403], [2.7701, 3.2180, 0.3411], [1.3172, 5.7314, 2.9850], [2.6107, 5.5064, 1.8214], [2.6208, 4.5885, 3.3450], [-0.8589, 4.4044, 2.1914], [-0.1995, 3.2380, 3.3498], [2.9377, 2.6042, -0.4391], [3.4482, 3.9206, 0.5770], [-1.1238, -1.0838, 1.5750], [-0.7610, -2.1346, 2.8527], [-1.7019, -2.4810, 3.7098], [-1.3833, -3.3776, 4.8274], [0.0995, -3.7548, 4.7011], [0.7626, -2.8489, 3.2600], [-2.6371, -2.1177, 3.5944], [-2.0152, -4.2585, 4.7803], [-1.5820, -2.8712, 5.7679], [0.2384, -4.8151, 4.5242], [0.6736, -3.4656, 5.5741]], "total_charge": 2, "homo_energy_ha": -0.459}

How do the records compare in relative energy (zero: lowest compared OMol25 entry of this formula, charge and spin)? In the order shown, they have 27.5, 274.8, 612.4, 152.0 kJ/mol.
How do the records compare in DFT total energy? In the order shown, they have -135448.399, -7986.245, -12423.002, -278127.591 eV.